1.
A molecular structure, C34H93N8O11V2 at a distorted geometry. Source: the OMol25 dataset; level of theory: ωB97M-V/def2-TZVPD.

XYZ file:
```
148
Properties=species:S:1:pos:R:3:mulliken_spin:R:1
O -23.159 8.793 -0.823 -0.300
V -23.170 7.880 0.488 1.452
O -24.058 5.336 -2.527 -0.249
V -25.046 4.865 -1.368 2.192
C -20.175 7.729 -2.079 -0.001
C -20.777 6.464 -1.672 -0.004
O -21.499 6.697 -0.476 -0.097
H -19.749 7.634 -3.078 -0.001
H -19.570 8.056 -1.233 -0.005
H -20.935 8.502 -2.187 0.003
H -19.998 5.721 -1.500 -0.004
H -21.322 6.036 -2.514 0.011
C -19.696 10.153 1.520 -0.006
C -20.712 9.209 2.166 0.003
C -20.493 9.271 3.661 -0.006
O -21.454 8.443 4.310 -0.002
C -21.429 8.519 5.744 0.000
N -22.036 9.658 1.671 -0.019
H -18.679 9.849 1.769 0.001
H -19.940 11.200 1.702 0.000
H -19.672 9.956 0.449 0.002
H -20.375 8.253 1.763 0.028
H -20.467 10.274 4.087 0.001
H -19.479 8.919 3.847 0.000
H -20.406 8.316 6.061 0.000
H -22.151 7.808 6.147 0.000
H -21.789 9.479 6.113 0.000
H -22.023 10.260 0.860 -0.013
H -22.258 10.311 2.409 0.004
C -22.716 5.112 4.165 -0.004
C -23.616 6.060 3.360 -0.018
C -24.592 6.815 4.281 0.008
O -25.489 7.541 3.468 0.005
C -26.734 7.754 4.177 0.000
N -22.750 6.931 2.525 -0.029
H -23.297 4.438 4.795 0.000
H -21.911 5.607 4.707 0.001
H -22.275 4.363 3.507 0.000
H -24.180 5.496 2.617 0.034
H -24.177 7.507 5.013 0.002
H -25.144 6.127 4.921 -0.001
H -27.238 6.818 4.418 0.000
H -27.344 8.310 3.466 0.000
H -26.640 8.270 5.133 0.000
H -21.908 6.390 2.386 0.007
H -22.307 7.586 3.154 -0.011
C -17.407 10.820 -6.532 0.000
C -18.926 10.575 -6.758 0.000
C -19.227 9.835 -8.111 0.000
O -18.227 8.862 -8.418 0.000
C -18.378 8.092 -9.649 0.000
N -19.416 9.772 -5.642 0.000
H -17.113 11.714 -7.081 0.000
H -16.922 9.896 -6.847 0.000
H -17.163 11.070 -5.499 0.000
H -19.459 11.524 -6.705 0.000
H -19.195 10.524 -8.955 0.000
H -20.253 9.473 -8.181 0.000
H -18.002 8.400 -10.625 0.000
H -19.386 7.691 -9.755 0.000
H -17.784 7.192 -9.491 0.000
H -19.213 8.784 -5.598 0.000
H -20.422 9.741 -5.730 0.000
C -23.915 9.819 -5.651 0.000
C -24.227 8.341 -5.391 0.000
C -22.963 7.539 -4.958 -0.006
O -21.930 7.489 -5.921 0.000
C -22.173 6.529 -6.917 0.000
N -25.183 8.483 -4.373 0.000
H -23.548 10.389 -4.798 0.000
H -24.783 10.337 -6.058 0.000
H -23.095 9.768 -6.368 0.000
H -24.718 7.869 -6.242 0.000
H -23.255 6.619 -4.451 0.007
H -22.579 8.115 -4.116 0.000
H -21.368 6.510 -7.653 0.000
H -23.111 6.868 -7.356 0.000
H -22.398 5.511 -6.601 0.000
H -25.881 9.037 -4.848 0.000
H -25.612 7.619 -4.075 0.001
C -14.523 9.401 -5.045 0.000
C -15.021 7.923 -4.953 0.000
C -16.104 7.807 -3.847 0.000
O -15.566 8.132 -2.571 0.000
C -16.603 8.084 -1.594 0.000
N -15.510 7.497 -6.256 0.000
H -13.703 9.510 -5.754 0.000
H -14.187 9.856 -4.113 0.000
H -15.296 10.049 -5.456 0.000
H -14.208 7.252 -4.677 0.000
H -16.469 6.780 -3.829 0.000
H -16.966 8.403 -4.148 0.000
H -16.018 8.075 -0.675 0.000
H -17.180 7.166 -1.704 0.000
H -17.214 8.987 -1.590 0.000
H -16.121 8.221 -6.605 0.000
H -14.841 7.309 -6.989 0.000
C -18.586 5.120 4.063 0.000
C -18.850 5.960 2.752 0.000
C -17.885 5.791 1.566 0.000
O -17.980 4.497 0.964 0.000
C -17.105 4.123 -0.023 0.000
N -20.115 5.548 2.175 -0.002
H -17.700 5.533 4.545 0.000
H -18.297 4.146 3.669 0.000
H -19.346 4.959 4.827 0.000
H -19.003 6.968 3.139 0.000
H -16.861 6.072 1.808 0.000
H -18.312 6.346 0.731 0.001
H -16.173 4.675 0.103 0.000
H -17.694 4.451 -0.879 0.000
H -17.142 3.035 0.038 0.000
H -19.861 4.607 1.912 0.000
H -20.095 5.996 1.269 0.009
C -21.808 2.006 -0.238 0.000
C -22.749 2.967 -1.082 0.004
C -23.788 2.176 -1.847 0.011
O -24.900 3.020 -2.276 0.013
C -25.933 2.331 -3.111 0.017
N -23.289 3.914 -0.127 -0.052
H -20.847 2.500 -0.094 -0.001
H -21.561 1.081 -0.759 0.001
H -22.189 1.630 0.712 0.000
H -22.221 3.555 -1.833 -0.011
H -24.128 1.371 -1.196 -0.005
H -23.180 1.722 -2.630 -0.001
H -25.529 1.502 -3.692 0.004
H -26.297 3.070 -3.825 -0.005
H -26.688 1.825 -2.509 0.001
H -23.364 3.443 0.763 0.021
H -22.558 4.568 0.115 0.010
C -23.558 13.140 -2.360 0.000
C -22.725 11.917 -1.952 0.000
C -21.428 11.729 -2.877 0.001
O -20.443 12.743 -2.593 0.000
C -19.375 12.715 -3.560 0.000
N -22.360 11.964 -0.574 -0.002
H -24.021 12.847 -3.303 0.000
H -23.015 14.044 -2.634 0.000
H -24.352 13.252 -1.622 0.000
H -23.266 10.992 -2.148 0.000
H -21.667 11.623 -3.935 0.000
H -21.023 10.721 -2.787 -0.001
H -19.686 12.730 -4.605 0.000
H -18.865 11.763 -3.412 0.000
H -18.797 13.595 -3.277 0.000
H -23.167 12.255 -0.042 0.000
H -22.009 12.906 -0.476 0.000
```

## Properties
- Energy: -4504.0409 Eh
- <S²>: 3.864
- LUMO energy (spin up / spin down): -7.126 / -7.561 eV
- Spin multiplicity: 4
- HOMO-LUMO gap (spin up / spin down): 4.4 / 4.0 eV
- Net charge: +2

2.
10 unconnected molecules or ions with the total composition C34H94N6O11 at a distorted geometry. Source: the OMol25 dataset; level of theory: ωB97M-V/def2-TZVPD.

XYZ file:
```
145
Properties=species:S:1:pos:R:3:mulliken_spin:R:1
C 3.718 -15.663 9.594 0.050
C 2.544 -16.602 9.191 -0.173
O 1.297 -16.099 8.719 0.016
H 4.033 -15.083 8.726 -0.033
H 4.499 -16.353 9.915 0.004
H 3.381 -15.146 10.492 0.074
H 2.140 -17.110 10.067 0.016
H 3.010 -17.310 8.505 0.030
H 0.783 -15.725 9.438 0.024
C -2.265 -17.697 6.682 0.012
C -1.143 -18.114 7.624 -0.004
O 0.062 -17.706 7.118 -0.006
H -1.946 -17.993 5.682 -0.002
H -2.410 -16.626 6.544 0.001
H -3.270 -18.106 6.785 -0.003
H -1.091 -19.111 8.060 0.001
H -1.369 -17.454 8.462 -0.005
H 0.428 -16.934 7.556 0.002
C 4.450 -24.027 8.794 0.045
C 4.747 -22.547 8.533 -0.056
O 5.523 -22.510 7.365 0.001
H 3.623 -24.084 9.502 -0.002
H 5.374 -24.384 9.249 -0.006
H 4.050 -24.546 7.923 0.000
H 5.199 -22.027 9.378 0.032
H 3.817 -22.062 8.238 -0.010
H 5.833 -21.608 7.261 0.001
C -0.644 -16.582 12.078 -0.381
C -0.674 -15.076 12.074 0.190
O -0.078 -14.625 10.869 -0.098
H -1.188 -16.972 12.938 0.169
H 0.348 -17.032 12.081 -0.129
H -1.106 -16.843 11.125 -0.073
H -0.102 -14.710 12.926 0.071
H -1.663 -14.632 11.959 0.034
H 0.227 -13.736 11.064 0.003
C 3.091 -16.609 14.381 1.120
O 2.190 -15.503 14.293 -0.992
C 1.867 -14.986 15.549 0.821
C 0.899 -13.750 15.369 -0.041
N 1.423 -12.723 14.449 -0.093
C 0.528 -11.724 14.045 0.035
C 0.924 -10.942 12.788 0.027
O 1.066 -11.630 11.581 -0.035
C 1.451 -10.718 10.486 0.055
H 3.458 -16.875 13.390 0.025
H 2.517 -17.455 14.761 -0.229
H 4.037 -16.368 14.864 0.102
H 2.744 -14.693 16.126 0.090
H 1.286 -15.626 16.212 -0.219
H 0.717 -13.449 16.401 -0.085
H -0.075 -14.088 15.017 0.033
H 1.737 -13.326 13.702 0.010
H 0.239 -10.977 14.785 0.017
H -0.398 -12.249 13.810 -0.007
H 1.876 -10.474 13.041 0.012
H 0.289 -10.069 12.641 -0.018
H 1.640 -11.331 9.604 -0.001
H 2.379 -10.184 10.685 -0.008
H 0.619 -10.038 10.299 -0.001
C 10.926 -20.699 11.940 0.017
C 9.513 -21.145 11.643 0.035
C 8.490 -20.760 12.719 -0.009
O 8.325 -19.296 12.672 -0.166
C 7.346 -18.912 13.729 0.218
N 9.072 -20.559 10.336 0.006
H 11.537 -20.958 11.076 -0.008
H 11.411 -21.225 12.763 -0.006
H 10.992 -19.630 12.142 0.009
H 9.671 -22.221 11.574 -0.005
H 8.860 -21.156 13.665 0.022
H 7.562 -21.292 12.510 0.037
H 6.503 -19.592 13.607 0.074
H 6.819 -17.964 13.623 0.007
H 7.766 -19.068 14.722 -0.088
H 9.602 -20.433 9.485 -0.002
H 8.760 -19.622 10.543 -0.006
C -5.091 -20.646 10.243 0.015
C -3.652 -20.048 10.556 -0.083
C -3.215 -20.031 11.982 0.040
O -3.791 -18.935 12.706 -0.302
C -3.684 -18.988 14.120 0.723
N -2.729 -20.769 9.761 0.021
H -5.183 -21.612 10.739 -0.007
H -5.367 -20.792 9.198 0.002
H -5.863 -20.004 10.666 0.003
H -3.733 -19.002 10.259 0.013
H -2.127 -20.057 12.030 0.013
H -3.569 -20.957 12.434 0.015
H -4.218 -19.847 14.526 0.035
H -4.182 -18.122 14.554 -0.118
H -2.613 -18.990 14.325 -0.099
H -2.894 -20.709 8.766 -0.005
H -1.810 -20.420 9.992 -0.002
C 4.241 -18.899 6.684 -0.027
C 5.211 -19.700 5.827 -0.014
C 5.478 -18.963 4.502 0.020
O 6.750 -19.252 3.924 -0.015
C 6.732 -20.475 3.359 0.005
N 6.381 -19.781 6.639 0.019
H 4.229 -19.178 7.738 0.039
H 3.228 -19.067 6.318 0.002
H 4.362 -17.816 6.655 0.018
H 4.922 -20.722 5.583 -0.006
H 5.633 -17.896 4.664 -0.002
H 4.725 -19.054 3.719 0.006
H 6.493 -20.373 2.301 0.000
H 6.051 -21.159 3.868 0.001
H 7.711 -20.919 3.539 0.000
H 6.709 -18.862 6.899 -0.017
H 7.105 -20.197 6.070 0.005
C -0.100 -23.731 14.389 0.318
C -0.907 -22.450 14.887 -0.626
C -1.504 -22.465 16.277 0.586
O -0.443 -22.521 17.207 -0.492
C -0.710 -22.888 18.521 0.643
N 0.046 -21.371 14.763 -0.491
H -0.615 -24.644 14.686 -0.023
H 0.977 -23.815 14.531 0.068
H -0.232 -23.752 13.307 -0.100
H -1.777 -22.390 14.232 -0.083
H -2.143 -23.335 16.426 -0.031
H -2.006 -21.528 16.521 0.197
H 0.222 -23.117 19.038 -0.022
H -1.473 -23.664 18.579 0.047
H -1.060 -21.975 19.003 -0.183
H -0.405 -20.542 15.122 -0.002
H 0.797 -21.553 15.414 0.271
C 1.234 -20.207 9.762 0.031
C 1.621 -20.497 11.217 -0.165
C 2.577 -19.560 11.881 -0.206
O 2.903 -19.688 13.265 -0.261
C 3.740 -20.804 13.413 0.521
N 0.380 -20.342 12.013 -0.073
H 0.449 -20.769 9.257 0.002
H 2.156 -20.340 9.195 0.022
H 0.948 -19.157 9.690 -0.004
H 1.966 -21.528 11.291 0.056
H 2.236 -18.533 11.748 0.248
H 3.416 -19.624 11.187 -0.036
H 4.039 -20.935 14.453 -0.279
H 4.668 -20.776 12.842 0.082
H 3.251 -21.741 13.149 0.051
H 0.225 -19.346 12.080 0.005
H 0.407 -20.715 12.951 0.083
```

## Properties
- Energy: -2507.6394 Eh
- <S²>: 0.751
- LUMO energy (spin up / spin down): 2.184 / 2.135 eV
- Spin multiplicity: 2
- HOMO-LUMO gap (spin up / spin down): 1.5 / 8.4 eV
- Net charge: -1

3.
17 unconnected molecules or ions with the total composition C34H96F6NO20S2 at a distorted geometry. Source: the OMol25 dataset; level of theory: ωB97M-V/def2-TZVPD.

XYZ file:
```
159
Properties=species:S:1:pos:R:3:mulliken_spin:R:1
C 36.901 -4.396 -17.981 -0.001
F 36.242 -5.454 -18.416 0.000
F 37.114 -4.551 -16.692 0.000
F 38.106 -4.306 -18.559 -0.003
S 35.779 -2.846 -18.247 0.002
O 34.983 -3.090 -19.431 0.000
O 34.945 -2.686 -17.062 0.000
N 36.902 -1.497 -18.287 -0.001
S 37.066 -1.233 -19.795 -0.065
O 37.551 -2.325 -20.611 0.026
O 35.990 -0.421 -20.372 0.001
C 38.599 -0.021 -19.804 -0.009
F 38.988 0.154 -21.097 -0.045
F 38.281 1.146 -19.263 -0.049
F 39.559 -0.574 -19.098 0.211
C 37.848 -5.363 -21.563 0.001
C 39.305 -4.989 -21.856 -0.011
O 40.004 -6.175 -21.830 -0.009
H 37.781 -5.807 -20.570 -0.001
H 37.484 -6.061 -22.317 0.003
H 37.139 -4.543 -21.448 0.000
H 39.650 -4.351 -21.043 0.011
H 39.338 -4.358 -22.745 0.008
H 40.800 -6.064 -22.355 0.000
C 37.188 3.124 -22.117 -0.004
C 37.503 4.596 -22.055 0.003
O 36.566 5.240 -21.247 -0.016
H 37.797 2.728 -22.930 -0.002
H 36.172 2.850 -22.401 0.013
H 37.362 2.617 -21.168 -0.003
H 37.490 4.926 -23.093 -0.033
H 38.504 4.731 -21.644 0.060
H 35.858 5.526 -21.829 0.005
C 32.714 -0.113 -21.893 0.000
C 33.532 0.922 -22.745 0.002
O 32.728 1.474 -23.759 -0.001
H 33.362 -0.891 -21.489 0.000
H 32.007 -0.624 -22.546 0.000
H 32.187 0.295 -21.030 0.000
H 34.351 0.392 -23.230 0.000
H 33.971 1.711 -22.135 0.000
H 32.581 0.863 -24.485 0.000
C 32.050 -0.958 -18.342 0.000
C 32.141 -0.895 -16.806 0.000
O 33.032 0.097 -16.477 0.000
H 31.510 -1.847 -18.667 0.000
H 33.060 -1.064 -18.738 0.000
H 31.651 0.005 -18.659 0.000
H 32.468 -1.824 -16.338 0.000
H 31.185 -0.562 -16.404 0.000
H 32.536 0.817 -16.081 0.000
C 41.567 0.632 -23.619 0.459
C 40.349 -0.179 -24.054 0.067
O 40.273 -0.133 -25.502 -0.072
H 41.479 1.670 -23.941 -0.050
H 42.445 0.265 -24.151 -0.144
H 41.845 0.681 -22.566 -0.202
H 39.448 0.245 -23.611 -0.003
H 40.506 -1.191 -23.682 -0.015
H 40.320 0.788 -25.767 0.014
C 36.560 -2.033 -23.655 0.004
C 35.461 -3.100 -23.458 -0.003
O 34.243 -2.694 -24.132 0.000
H 36.827 -1.809 -24.688 0.001
H 37.507 -2.297 -23.183 0.000
H 36.307 -1.154 -23.062 0.000
H 35.282 -3.195 -22.387 0.001
H 35.826 -4.058 -23.829 0.002
H 33.672 -3.447 -24.304 0.000
C 33.555 3.138 -18.702 0.001
C 34.795 2.341 -19.120 -0.002
O 35.651 2.162 -18.014 0.000
H 33.022 3.453 -19.599 0.000
H 33.856 4.068 -18.220 0.000
H 32.941 2.569 -18.004 0.000
H 35.374 2.769 -19.938 0.000
H 34.450 1.363 -19.457 0.000
H 36.288 2.880 -17.991 -0.001
C 40.461 2.210 -15.790 0.037
C 39.140 2.639 -16.449 0.017
O 37.980 2.634 -15.642 -0.004
H 41.238 2.480 -16.505 -0.015
H 40.509 1.131 -15.644 0.009
H 40.673 2.717 -14.848 -0.015
H 38.932 1.897 -17.219 -0.002
H 39.164 3.641 -16.878 -0.004
H 38.138 3.143 -14.844 0.002
C 43.836 0.012 -17.556 0.365
C 43.008 0.495 -18.754 -0.625
O 43.447 -0.243 -19.927 -0.878
H 44.869 0.337 -17.679 -0.122
H 43.777 -1.075 -17.510 0.033
H 43.424 0.452 -16.648 0.005
H 43.097 1.574 -18.880 -0.066
H 41.956 0.252 -18.601 0.111
H 44.027 0.300 -20.464 0.759
C 41.890 -4.862 -19.148 -0.008
C 42.139 -3.484 -19.811 -0.051
O 43.270 -2.896 -19.237 0.086
H 41.534 -4.677 -18.135 0.001
H 42.752 -5.519 -19.036 0.001
H 41.101 -5.439 -19.630 -0.002
H 41.237 -2.884 -19.693 0.098
H 42.295 -3.694 -20.869 0.043
H 43.394 -2.007 -19.575 0.216
C 41.035 -1.698 -15.406 -0.015
C 39.911 -2.330 -16.234 -0.006
O 38.856 -1.397 -16.363 0.002
H 41.882 -2.384 -15.431 -0.001
H 40.828 -1.533 -14.349 -0.001
H 41.383 -0.784 -15.888 0.001
H 39.512 -3.272 -15.857 0.003
H 40.375 -2.590 -17.186 0.004
H 38.465 -1.522 -17.231 0.005
C 37.449 -2.413 -11.726 0.000
C 38.045 -2.325 -13.089 0.000
O 37.043 -2.476 -14.078 0.000
H 36.780 -3.263 -11.589 0.000
H 36.870 -1.512 -11.525 0.000
H 38.205 -2.616 -10.967 0.000
H 38.803 -3.105 -13.163 0.000
H 38.501 -1.350 -13.261 0.000
H 36.782 -3.399 -14.040 0.000
C 34.194 -6.374 -21.163 0.000
C 35.095 -7.566 -20.825 0.000
O 35.620 -8.101 -22.029 0.000
H 33.356 -6.605 -21.820 0.000
H 34.781 -5.588 -21.639 0.000
H 33.695 -5.914 -20.310 0.000
H 34.529 -8.308 -20.261 0.000
H 35.871 -7.328 -20.097 0.000
H 36.501 -8.425 -21.831 0.000
C 34.338 -5.799 -14.809 0.000
C 35.648 -6.298 -14.124 0.000
O 36.598 -5.268 -13.800 0.000
H 34.535 -5.028 -15.554 0.000
H 33.692 -5.393 -14.030 0.000
H 33.885 -6.690 -15.244 0.000
H 36.096 -7.004 -14.824 0.000
H 35.377 -6.863 -13.232 0.000
H 37.372 -5.778 -13.550 0.000
C 40.901 2.954 -19.853 0.362
C 42.191 3.394 -20.564 0.838
O 43.093 3.970 -19.669 -0.718
H 41.080 2.425 -18.917 0.089
H 40.409 2.289 -20.563 -0.169
H 40.242 3.793 -19.632 0.094
H 41.995 3.992 -21.454 0.333
H 42.691 2.498 -20.933 0.076
H 43.929 3.954 -20.140 -0.040
C 38.909 -8.291 -16.520 0.000
C 38.987 -8.001 -17.996 -0.002
O 38.757 -9.231 -18.646 0.000
H 38.993 -7.384 -15.921 0.000
H 39.615 -9.059 -16.204 0.000
H 37.933 -8.715 -16.285 0.000
H 39.904 -7.521 -18.337 0.002
H 38.127 -7.403 -18.295 0.000
H 38.417 -9.102 -19.534 0.000
```

## Properties
- Energy: -4307.8997 Eh
- <S²>: 0.750
- LUMO energy (spin up / spin down): 3.337 / 3.335 eV
- Spin multiplicity: 2
- HOMO-LUMO gap (spin up / spin down): 1.4 / 8.6 eV
- Net charge: -2